Computed, not measured: C47H50F2GeN8O5PS2Ti as an isolated structure, with the ωB97M-V functional and the def2-TZVPD basis.

Output
energy relative to the best compared isomer or geometry (same formula, charge and spin): 0.578 eV
frontier orbital gap: 7.14 eV

Structure (ORCA input):
```
! RIJCOSX wB97M-V def2-TZVPD def2/J DEFGRID3
* xyz 1 1
Ti 1.05503 -0.16673 0.27832
F -4.10539 1.35908 -0.62976
C -3.17598 0.39672 -0.79874
C -1.99343 0.48129 -0.10016
C -1.03251 -0.51348 -0.25399
C -1.30442 -1.60714 -1.08768
C -2.49271 -1.59989 -1.81927
F -2.74280 -2.58091 -2.70997
C -3.44994 -0.61878 -1.69588
C -0.36189 -2.73776 -1.03380
C -0.64411 -4.02202 -1.48924
C 0.24318 -5.04759 -1.21358
C 1.39212 -4.77103 -0.49558
C 1.60835 -3.46953 -0.08101
N 0.76059 -2.47054 -0.33635
H -1.82718 1.32761 0.55375
H -4.36680 -0.65447 -2.26663
H -1.55858 -4.21476 -2.02524
H 0.03086 -6.05372 -1.55157
H 2.11832 -5.53546 -0.25813
H 2.49389 -3.21562 0.47668
C -0.36045 -4.18691 3.78254
N 0.56401 -3.21087 4.35478
C -0.15923 -2.39055 5.32624
N -1.35553 -1.75340 4.78014
C -2.22380 -2.77996 4.22105
N -1.56633 -3.59284 3.20293
C -1.26032 -2.81129 2.01031
P -0.07601 -1.41970 2.36691
C 1.18237 -2.38593 3.31905
C -1.04029 -0.71722 3.80635
H -0.67110 -4.86628 4.57805
H 0.15864 -4.76500 3.01485
H 0.51152 -1.62402 5.71822
H -0.46840 -3.03531 6.15066
H -3.10762 -2.30633 3.78906
H -2.53949 -3.43973 5.03129
H -2.18188 -2.38554 1.60515
H -0.84252 -3.47952 1.26030
H 1.89842 -1.69556 3.77033
H 1.74692 -3.01720 2.63252
H -1.95727 -0.26544 3.42648
H -0.48782 0.08154 4.29311
C 4.10896 4.78005 0.22881
C 3.76572 3.75672 -0.67619
C 3.05367 2.66739 -0.26013
C 2.61324 2.51247 1.08334
C 1.80115 1.41010 1.55364
C 1.63415 1.32265 2.91428
C 2.09773 2.28898 3.83434
C 2.75175 3.38878 3.37924
C 3.03163 3.51881 1.99711
C 3.75843 4.64674 1.53930
H 4.67374 5.64038 -0.10640
H 4.09534 3.81707 -1.70696
H 2.86235 1.88353 -0.97279
H 1.09376 0.50110 3.34636
H 1.90295 2.15425 4.89096
H 3.08854 4.16445 4.05660
H 4.04446 5.39823 2.26628
Ge 3.03176 -0.72934 -3.17963
C 2.89308 -2.58646 -3.65760
C 4.06509 -3.33557 -3.76732
C 4.01753 -4.67063 -4.13881
C 2.79399 -5.27040 -4.40103
C 1.62218 -4.53569 -4.29154
C 1.67083 -3.20084 -3.91955
C 1.71018 0.37077 -4.06931
C 2.10849 1.37032 -4.95753
C 1.16409 2.11025 -5.66255
C -0.18810 1.85644 -5.48405
C -0.59838 0.87237 -4.59230
C 0.34379 0.13871 -3.88951
H 4.44611 -0.16474 -3.17882
H 5.02470 -2.88147 -3.54814
H 4.93413 -5.23962 -4.22337
H 2.75490 -6.31122 -4.69708
H 0.66697 -5.00018 -4.50418
H 0.74248 -2.64323 -3.86610
H 3.16177 1.57663 -5.11455
H 1.48803 2.87656 -6.35528
H -0.92286 2.42408 -6.04092
H -1.65298 0.67817 -4.44083
H -0.00126 -0.60331 -3.17889
C -5.44695 4.92761 0.82790
C -4.98176 3.70578 1.54335
C -5.76080 2.63951 1.86660
C -5.14117 1.53736 2.50142
N -3.86188 1.51311 2.81278
C -3.08063 2.57806 2.51280
S -1.44815 2.62101 2.88439
N -3.66761 3.64117 1.87365
C -5.94622 0.31947 2.82148
H -6.52619 5.02810 0.90927
H -5.18777 4.85566 -0.23050
H -4.98011 5.82550 1.23393
H -6.81483 2.63455 1.63272
H -3.05849 4.42140 1.67540
H -6.92372 0.58759 3.22222
H -5.41195 -0.30614 3.53164
H -6.11453 -0.25089 1.90395
C 0.49162 4.50639 -2.64186
N 0.69441 3.10944 -2.32441
C 0.40708 2.56018 -1.14681
N -0.12858 3.32286 -0.18159
O 0.62142 1.32432 -0.97502
H 0.66349 4.64473 -3.70522
H 1.19156 5.14382 -2.09405
H -0.53265 4.81080 -2.41954
H 1.09218 2.48784 -3.01343
H 0.01519 4.31799 -0.22182
H -0.22872 2.93493 0.75410
O 2.79636 -1.06074 0.87971
S 3.73934 -0.94928 -0.29239
O 4.63911 0.14756 -0.19839
O 2.55982 -0.55779 -1.34842
O 4.26668 -2.21345 -0.70522
*
```

***

Computed, not measured: C47H51AlN10OP as an isolated structure, with the ωB97M-V functional and the def2-TZVPD basis.

Output
frontier orbital gap: 5.98 eV

Structure (ORCA input):
```
! RIJCOSX wB97M-V def2-TZVPD def2/J DEFGRID3
* xyz -1 1
C -2.81869 -2.41721 -1.60827
C -2.60994 -1.58169 -2.46582
Al -2.01475 -0.03561 -3.60171
O -3.35192 1.01781 -4.09488
P -0.61660 1.12227 -2.02181
N -1.37698 2.30409 -1.20187
H -2.72878 -2.94831 -0.68148
H -1.20111 -0.48082 -4.90424
H -4.16509 0.83370 -3.61513
H -0.13981 0.15183 -1.11165
H 0.58115 1.60538 -2.63594
H -1.32900 2.06798 -0.21225
N -4.09966 7.50325 -0.50446
C -4.87841 6.50798 -0.08241
C -4.46717 5.18528 -0.00783
C -3.17389 4.86746 -0.39510
C -2.35378 5.89031 -0.84224
C -2.86010 7.18052 -0.87639
H -5.88500 6.79142 0.21002
H -5.14664 4.42028 0.34398
H -2.79929 3.84996 -0.36583
H -1.34204 5.68011 -1.16229
H -2.24511 8.00606 -1.22175
N 1.84323 -0.80255 0.19886
C 1.94704 0.27004 0.98426
C 2.63610 0.27294 2.18733
C 3.25343 -0.89984 2.59467
C 3.15038 -2.02433 1.79003
C 2.43350 -1.92347 0.60674
H 1.44603 1.16373 0.63125
H 2.68293 1.17542 2.78142
H 3.80332 -0.93836 3.52709
H 3.61042 -2.96161 2.07324
H 2.32198 -2.78243 -0.04750
N -4.89329 -5.19650 -4.94837
C -5.76568 -5.37462 -5.94002
C -6.43090 -4.33985 -6.57616
C -6.18998 -3.04225 -6.14830
C -5.30202 -2.83627 -5.10657
C -4.67214 -3.94083 -4.54686
H -5.93242 -6.40494 -6.24118
H -7.12205 -4.54654 -7.38287
H -6.69357 -2.20534 -6.61573
H -5.07853 -1.84788 -4.72743
H -3.95771 -3.80439 -3.74467
N 0.77890 3.15145 1.95362
C 1.29519 4.18843 1.29951
C 0.98054 5.50890 1.58564
C 0.07361 5.76521 2.60079
C -0.47528 4.69501 3.28887
C -0.08912 3.41241 2.92820
H 1.99356 3.94323 0.50563
H 1.43331 6.31401 1.02288
H -0.20184 6.78167 2.85121
H -1.19117 4.84806 4.08503
H -0.49892 2.54672 3.43879
N 5.16219 1.13293 -1.91301
C 4.21424 0.20295 -1.78002
C 4.22513 -1.00391 -2.46396
C 5.27244 -1.26255 -3.33114
C 6.26649 -0.30731 -3.47906
C 6.16364 0.86685 -2.74970
H 3.40603 0.44031 -1.10272
H 3.42216 -1.71378 -2.32141
H 5.31176 -2.19091 -3.88718
H 7.10189 -0.46536 -4.14818
H 6.92105 1.63917 -2.83934
N -1.71185 -3.39352 1.32871
C -1.60901 -4.33496 2.26405
C -0.90970 -4.16150 3.44919
C -0.27297 -2.94851 3.67137
C -0.36933 -1.96357 2.70148
C -1.10063 -2.23210 1.55336
H -2.11045 -5.27262 2.04702
H -0.86058 -4.96111 4.17688
H 0.29020 -2.77487 4.58069
H 0.11508 -1.00405 2.82618
H -1.19890 -1.49087 0.76568
N -1.56112 -4.14057 -7.78278
C -2.48526 -5.06296 -7.52148
C -2.50657 -6.31447 -8.12259
C -1.51879 -6.62380 -9.04251
C -0.55031 -5.67293 -9.32351
C -0.61746 -4.45252 -8.66699
H -3.24239 -4.78666 -6.79871
H -3.28099 -7.02592 -7.86857
H -1.50201 -7.59012 -9.53175
H 0.24089 -5.87024 -10.03471
H 0.12237 -3.68150 -8.85598
N 3.55476 4.43272 6.45127
C 4.82205 4.83968 6.40994
C 5.45236 5.27450 5.25439
C 4.72729 5.28596 4.07310
C 3.40758 4.86571 4.09551
C 2.87207 4.45108 5.30720
H 5.35660 4.81341 7.35376
H 6.48545 5.59399 5.28182
H 5.18383 5.61591 3.14837
H 2.80664 4.85801 3.19781
H 1.84224 4.11670 5.36548
N 1.38419 -2.35312 6.74074
C 1.13922 -3.32553 7.61665
C 0.86863 -3.10086 8.95779
C 0.85350 -1.79337 9.41605
C 1.10800 -0.77005 8.51780
C 1.36556 -1.10207 7.19629
H 1.16138 -4.33460 7.21881
H 0.67412 -3.93099 9.62301
H 0.64607 -1.57557 10.45599
H 1.10677 0.26493 8.83083
H 1.56687 -0.32998 6.46163
*
```

***

Computed, not measured: C47H51N7O4RhSSi as an isolated structure, with the ωB97M-V functional and the def2-TZVPD basis.

Output
energy relative to the best compared isomer or geometry (same formula, charge and spin): 0.000 eV
frontier orbital gap: 6.69 eV

Structure (ORCA input):
```
! RIJCOSX wB97M-V def2-TZVPD def2/J DEFGRID3
* xyz -1 1
Rh 0.14027 0.49994 0.41825
C -2.87923 -0.71149 1.52160
C -3.17185 -1.33746 0.17106
C -2.68692 -0.53282 -1.02672
N -1.26233 -0.19601 -1.04824
C -0.74057 -0.03643 -2.25709
C -1.54330 0.23432 -3.40054
C -1.23848 0.35180 -4.73963
C -0.03522 0.17001 -5.41328
C 1.16962 -0.12848 -4.81375
C 1.50377 -0.26088 -3.47280
C 0.73256 -0.14005 -2.29709
N 1.28943 -0.16536 -1.09639
C 2.72696 -0.31562 -0.99875
C 3.21967 -0.33313 0.42885
C 3.05044 0.98960 1.14771
N 1.66547 1.24720 1.49702
C 1.38905 2.20977 2.35481
C 2.38307 3.11663 2.78970
C 2.36038 4.13905 3.72496
C 1.37964 4.50432 4.62344
C 0.14914 3.86994 4.74605
C -0.44326 2.88945 3.98142
C -0.02727 2.22612 2.78597
N -0.84838 1.49136 2.06411
C -2.24569 1.50158 2.50933
C -3.19376 0.77549 1.58718
H -1.82277 -0.86779 1.74084
H -3.43706 -1.23343 2.30247
H -4.25128 -1.45436 0.02595
H -2.73568 -2.34001 0.13838
H -3.30102 0.36956 -1.14844
H -2.89346 -1.14742 -1.90669
H -2.57596 0.45606 -3.18033
H -2.08234 0.63596 -5.36049
H -0.04719 0.28195 -6.48958
H 2.00995 -0.24979 -5.49118
H 2.54822 -0.47347 -3.30666
H 3.23399 0.50506 -1.53601
H 3.02450 -1.24457 -1.49385
H 4.27907 -0.59879 0.42164
H 2.68553 -1.10147 0.98093
H 3.45528 1.80577 0.52636
H 3.64396 0.97401 2.06761
H 3.31991 3.03456 2.25970
H 3.27820 4.71768 3.77109
H 1.59710 5.31425 5.30752
H -0.46312 4.20659 5.57762
H -1.40979 2.59009 4.35140
H -2.57099 2.54328 2.61654
H -2.31484 1.04492 3.50573
H -3.14823 1.22964 0.59931
H -4.21355 0.94358 1.94400
C 1.40999 -4.06898 4.25871
C 1.22921 -2.67933 3.64072
C 2.56209 -1.92014 3.63617
C 0.27118 -1.87029 4.52847
Si 0.52763 -2.74553 1.86559
O 0.22543 -1.26308 1.37541
C -0.96166 -3.93524 1.87342
C -0.98412 -5.09628 1.09225
C -2.06528 -5.96983 1.10564
C -3.16364 -5.70912 1.90993
C -3.16516 -4.57333 2.70713
C -2.07988 -3.70960 2.68504
C 1.71491 -3.56369 0.62129
C 2.89111 -4.26518 0.88623
C 3.68199 -4.77857 -0.13729
C 3.30897 -4.60433 -1.46124
C 2.14186 -3.90912 -1.75546
C 1.36717 -3.39403 -0.72700
H 1.77404 -3.97882 5.28967
H 2.12524 -4.68554 3.71123
H 0.46410 -4.61573 4.28606
H 2.96629 -1.86690 4.65477
H 2.41222 -0.89879 3.28136
H 3.31863 -2.38951 3.00249
H 0.72975 -1.70607 5.51146
H -0.67190 -2.39164 4.69749
H 0.05531 -0.89282 4.08694
H -0.13897 -5.33475 0.45967
H -2.04709 -6.85580 0.48228
H -4.01096 -6.38378 1.91618
H -4.01428 -4.35634 3.34457
H -2.11395 -2.83031 3.31302
H 3.21354 -4.42264 1.90818
H 4.59160 -5.31614 0.10339
H 3.92320 -5.00335 -2.25924
H 1.84147 -3.76039 -2.78608
H 0.47198 -2.82918 -0.97327
O -4.52514 6.02751 -6.04104
S -3.92930 4.74766 -6.38502
O -4.42400 3.61716 -5.62460
O -3.75794 4.50448 -7.80245
C -2.22419 4.96562 -5.78050
N -1.37722 5.67257 -6.53687
C -0.14519 5.81566 -6.08087
C 0.28825 5.26411 -4.88239
C -0.67070 4.57077 -4.16484
N -1.91627 4.43170 -4.59893
C -0.38116 3.88611 -2.86989
C -1.43623 3.54693 -2.02839
C -1.18095 2.78425 -0.91043
N 0.04138 2.31851 -0.60990
C 1.06176 2.71465 -1.37375
C 0.89887 3.50812 -2.49265
H 0.53468 6.39734 -6.69685
H 1.30603 5.38676 -4.54077
H -2.44436 3.83435 -2.29363
H -1.97317 2.49177 -0.24031
H 2.03861 2.34583 -1.09333
H 1.76257 3.74159 -3.09884
*
```

***

Computed, not measured: C47H52AsI2N3O4PSTi as an isolated structure, with the ωB97M-V functional and the def2-TZVPD basis.

Output
frontier orbital gap (spin up / spin down): 6.16 / 4.74 eV

Structure (ORCA input):
```
! RIJCOSX wB97M-V def2-TZVPD def2/J DEFGRID3
* xyz -1 3
Ti -0.85712 0.83493 -0.27072
C -4.14079 1.62618 4.25447
C -3.00681 1.89954 3.26046
C -3.16388 3.32718 2.74162
P -2.58942 0.66032 1.88222
C -2.98885 -0.88599 2.87664
C -2.01162 -1.07305 4.03983
C -2.98374 -2.13077 2.00269
C -3.94565 0.61594 0.63655
C -5.26583 0.84401 1.02773
C -6.32983 0.85735 0.14515
C -7.73811 1.14511 0.59488
C -6.05319 0.60274 -1.19624
C -4.76987 0.34159 -1.61638
C -3.66105 0.34992 -0.73652
N -2.39532 0.12847 -1.24790
C -2.35134 -0.54732 -2.50653
C -2.68891 -1.91183 -2.56147
C -3.13558 -2.61748 -1.31965
C -2.67535 -2.59411 -3.76904
C -2.35909 -1.95317 -4.95941
C -2.39652 -2.69306 -6.27007
C -2.08581 -0.59654 -4.90643
C -2.09375 0.12096 -3.71322
C -1.94676 1.61156 -3.76732
H -4.08025 2.37875 5.04454
H -4.08500 0.64938 4.73053
H -5.11859 1.73751 3.78912
H -2.06890 1.86147 3.83270
H -4.02648 3.40853 2.07943
H -2.28477 3.65072 2.19177
H -3.30503 4.00808 3.58645
H -4.00293 -0.74826 3.26073
H -1.03790 -1.39255 3.66671
H -2.37903 -1.84850 4.71634
H -1.86262 -0.16540 4.62604
H -2.02886 -2.22954 1.48848
H -3.78443 -2.09109 1.26729
H -3.12092 -3.02578 2.61549
H -5.46639 1.02088 2.07545
H -7.80946 1.15641 1.68244
H -8.42750 0.39314 0.20626
H -8.06834 2.11736 0.22087
H -6.86402 0.61274 -1.91714
H -4.58636 0.14721 -2.66465
H -2.38429 -2.50120 -0.54393
H -3.28365 -3.67670 -1.50989
H -4.07784 -2.19733 -0.96214
H -2.93038 -3.64940 -3.77643
H -3.43097 -2.83755 -6.59188
H -1.93443 -3.67686 -6.17372
H -1.87870 -2.13096 -7.04681
H -1.87549 -0.06502 -5.82837
H -1.26321 1.96571 -3.00266
H -1.57805 1.92355 -4.74391
H -2.91473 2.08946 -3.59434
S 3.69264 -0.74719 0.11815
C 3.68704 -2.43826 0.42539
C 4.63949 -2.98911 1.30062
C 4.66415 -4.34748 1.52742
C 3.75989 -5.18086 0.87874
C 2.81246 -4.64435 0.01757
C 2.74170 -3.27694 -0.21271
As 1.34744 -2.47500 -1.35722
C 0.08484 -3.95653 -1.02751
C -0.47219 -4.74987 -2.02482
C -1.37295 -5.75754 -1.70534
C -1.72942 -5.99235 -0.38718
C -1.16989 -5.21583 0.61743
C -0.27228 -4.20939 0.29746
C 2.02533 -3.15793 -3.07943
C 1.20721 -2.99809 -4.19752
C 1.61380 -3.44224 -5.44519
C 2.85786 -4.03924 -5.59861
C 3.69247 -4.17489 -4.50102
C 3.27606 -3.74014 -3.24937
H 5.33810 -2.33242 1.80100
H 5.38683 -4.76846 2.21522
H 3.78755 -6.24962 1.04959
H 2.11379 -5.30536 -0.47991
H -0.20053 -4.58668 -3.05896
H -1.80432 -6.36361 -2.49378
H -2.44486 -6.76849 -0.14342
H -1.43093 -5.39250 1.65402
H 0.16739 -3.61381 1.08473
H 0.24415 -2.50845 -4.09012
H 0.96429 -3.31417 -6.30260
H 3.17043 -4.39557 -6.57246
H 4.67263 -4.62213 -4.61460
H 3.93550 -3.86261 -2.39871
I -1.93767 3.41792 -0.61465
C 0.90095 1.28706 -1.40125
I 1.39938 0.56775 -3.38812
H 1.73768 0.90548 -0.81303
H 1.02851 2.36999 -1.48546
C 0.74622 4.19609 1.67907
C 0.80363 2.76177 2.06312
N 0.40367 1.72923 1.35635
C 0.76268 0.60179 2.07010
C 1.37239 0.97960 3.24964
N 1.36361 2.34836 3.21919
C 2.00777 0.26769 4.35869
O 2.05495 -1.04875 4.28202
O 2.46772 0.88214 5.29746
C 0.48965 -0.70931 1.51069
O 0.93940 -1.73306 2.04260
O -0.25163 -0.73031 0.45579
H 0.82946 4.29488 0.60042
H 1.55586 4.74556 2.16126
H -0.20105 4.64568 1.97743
H 1.74764 2.91052 3.96245
H 1.66967 -1.38789 3.41650
*
```

***

no.,largest force on an atom (eV/Å)
1,0.6
2,1.0
3,0.4
4,3.6